Here is a 3-piece molecular cluster, C14H28ClF2NO9P overall from the Open Molecules 2025 dataset. Energies are from the ωB97M-V functional and the def2-TZVPD basis.

molar mass	458.80	g/mol
relative energy (zero: lowest compared OMol25 entry of this formula, charge and spin)	306.5	kJ/mol
gap between HOMO and LUMO	5.8	eV
HOMO level	-3.9426	eV
max |F|	3.103	eV/A

Structure (ORCA input):
```
! wB97M-V def2-TZVPD RIJCOSX def2/J DEFGRID3
* xyz -1 1
C 1.353 -1.407 0.008
O 1.555 -0.305 -0.945
C 0.387 0.601 -1.002
P 0.996 2.399 -0.752
O 2.040 1.770 0.537
C -0.224 3.133 -2.024
C -1.159 4.360 -1.469
C -2.389 3.870 -0.464
Cl -2.072 4.545 1.273
C 1.913 4.098 -0.496
C 3.535 3.882 -0.389
O 4.005 4.071 1.020
C 4.269 5.105 -1.263
N 5.549 4.474 -1.820
H 1.039 -2.361 -0.600
H 2.428 -1.651 0.467
H 0.667 -1.157 0.922
H -0.150 0.396 -2.021
H -0.415 0.399 -0.155
H 2.009 2.124 -1.777
H 0.030 2.690 0.280
H 1.436 1.391 1.259
H -0.937 2.361 -2.542
H 0.443 3.594 -2.900
H -1.711 4.814 -2.426
H -0.577 5.254 -0.986
H -2.408 2.700 -0.440
H -3.399 4.283 -0.896
H 1.706 4.703 -1.480
H 1.438 4.684 0.418
H 3.933 2.883 -0.873
H 3.284 4.508 1.572
H 3.635 5.445 -2.189
H 4.601 5.995 -0.579
H 5.913 3.873 -1.025
H 5.256 3.784 -2.555
C 1.351 -6.028 0.321
C 1.568 -5.264 1.582
O 0.515 -4.327 1.585
C -0.498 -4.930 0.902
O -1.658 -4.555 0.926
O -0.056 -6.013 0.192
F 2.739 -4.589 1.541
H 1.801 -5.543 -0.551
H 1.727 -7.053 0.386
H 1.521 -5.874 2.490
C -4.820 -4.983 2.026
C -5.659 -3.777 1.773
O -6.678 -4.257 0.925
C -6.827 -5.570 1.258
O -7.788 -6.251 0.942
O -5.770 -6.029 1.995
F -4.958 -2.833 1.105
H -4.071 -5.149 1.245
H -4.314 -4.942 2.995
H -6.104 -3.343 2.675
*
```